1.
# C2H2Cl3F

C2H2Cl3F in the gas phase (ωB97M-V/def2-TZVPD, OMol25).

ORCA input file:
```
! wB97M-V def2-TZVPD RIJCOSX def2/J DEFGRID3
* xyz 0 1
F 0.41 0.48 1.59
C 0.69 0.30 0.21
Cl 2.01 -0.60 0.13
Cl 0.73 2.06 -0.06
C -0.60 -0.45 -0.41
Cl -2.21 0.15 0.27
H -0.64 -0.27 -1.43
H -0.39 -1.67 -0.29
*
```

Values from the calculation:
LUMO level ... 0.55 eV
SMILES ... FC(Cl)(Cl)CCl
Frontier orbital gap ... 11.80 eV
Relative energy (zero: lowest compared OMol25 entry of this formula, charge and spin) ... 33.68 kcal per mole
Max |F| ... 6.90 eV Å⁻¹

---

2.
# C7H12

C7H12 in the gas phase (ωB97M-V/def2-TZVPD, OMol25).

ORCA input file:
```
! wB97M-V def2-TZVPD RIJCOSX def2/J DEFGRID3
* xyz 0 1
C 3.88 -0.14 1.46
C 2.69 -0.23 0.62
C 1.71 -0.32 -0.08
C 0.48 -0.48 -0.86
C -0.73 0.23 -0.23
C -2.05 -0.18 -0.87
C -3.25 0.54 -0.27
H 3.71 0.53 2.31
H 4.74 0.25 0.90
H 4.16 -1.12 1.86
H 0.25 -1.55 -0.95
H 0.64 -0.11 -1.89
H -0.75 0.01 0.84
H -0.59 1.32 -0.31
H -2.18 -1.26 -0.75
H -2.01 0.01 -1.95
H -3.29 0.39 0.82
H -3.19 1.62 -0.45
H -4.19 0.18 -0.69
*
```

Values from the calculation:
LUMO level ... 1.09 eV
SMILES ... CC#CCCCC
Frontier orbital gap ... 10.43 eV
Relative energy (zero: lowest compared OMol25 entry of this formula, charge and spin) ... 29.23 kcal per mole
Max |F| ... 0.53 eV Å⁻¹

---

3.
# C18H38N5O2SSiY

A molecular structure, C18H38N5O2SSiY (ωB97M-V/def2-TZVPD, OMol25).

ORCA input file:
```
! wB97M-V def2-TZVPD RIJCOSX def2/J DEFGRID3
* xyz 2 1
Y 0.21 0.13 0.16
N -0.54 -0.89 2.33
C 0.79 -1.37 2.83
C 0.82 -2.00 4.23
C -0.37 -2.88 4.66
C -0.51 -4.25 3.96
N 0.74 -4.98 3.80
C 1.26 -5.82 4.68
N 2.48 -6.33 4.44
N 0.61 -6.19 5.79
C 1.35 -2.20 1.67
O 1.67 -3.37 1.74
O 1.37 -1.50 0.57
H -0.98 -0.29 3.03
H -1.16 -1.67 2.19
H 1.42 -0.48 2.86
H 0.92 -1.19 4.95
H 1.74 -2.58 4.30
H -1.31 -2.34 4.54
H -0.27 -3.05 5.74
H -0.93 -4.14 2.96
H -1.23 -4.87 4.50
H 1.35 -4.60 3.07
H 2.97 -6.11 3.59
H 2.90 -7.00 5.05
H -0.30 -5.84 6.00
H 0.99 -6.89 6.40
S -3.12 -2.78 -2.16
C -1.68 -2.71 -3.07
C -0.80 -1.87 -2.47
N -1.26 -1.28 -1.31
C -2.49 -1.69 -1.05
H -1.55 -3.28 -3.97
H 0.19 -1.65 -2.84
H -3.07 -1.35 -0.20
C 1.45 2.67 2.84
Si 1.75 2.42 0.98
C 3.61 2.03 0.66
C 4.48 3.28 0.77
C 4.09 1.01 1.71
C 3.80 1.41 -0.73
C 1.00 3.92 0.06
C -0.49 3.95 0.41
C 1.15 3.79 -1.45
C 1.62 5.25 0.52
H 1.67 3.69 3.18
H 2.07 2.00 3.44
H 0.40 2.48 3.09
H 4.32 3.82 1.71
H 4.30 3.98 -0.05
H 5.55 3.01 0.74
H 4.04 1.41 2.72
H 5.14 0.76 1.51
H 3.52 0.08 1.67
H 3.51 2.09 -1.53
H 3.22 0.48 -0.85
H 4.85 1.14 -0.88
H -1.01 3.03 0.08
H -0.98 4.78 -0.10
H -0.67 4.06 1.48
H 0.76 2.83 -1.83
H 2.19 3.86 -1.77
H 0.60 4.58 -1.96
H 1.51 5.40 1.59
H 1.13 6.09 0.02
H 2.68 5.31 0.28
*
```

Values from the calculation:
LUMO level ... -5.65 eV
Frontier orbital gap ... 6.41 eV
Relative energy (zero: lowest compared OMol25 entry of this formula, charge and spin) ... 14.77 kcal per mole
Max |F| ... 0.70 eV Å⁻¹

---

4.
# C20H45N2P3RuS2

A molecular structure, C20H45N2P3RuS2 (ωB97M-V/def2-TZVPD, OMol25).

ORCA input file:
```
! wB97M-V def2-TZVPD RIJCOSX def2/J DEFGRID3
* xyz 3 6
Ru 0.05 -0.50 -0.17
P 2.37 -0.19 0.25
P -0.55 1.02 1.38
P 0.77 -1.44 -2.52
H -2.75 0.79 -2.04
C -1.77 0.41 -1.76
C -1.74 -0.75 -0.90
H -2.53 -0.72 -0.13
C 2.97 1.40 -0.43
C 2.92 -0.17 1.99
C 3.58 -1.40 -0.39
C -2.35 1.12 1.71
C 0.06 0.90 3.10
C -0.12 2.73 0.88
C -0.58 -1.87 -3.67
C 1.80 -2.93 -2.61
C 1.70 -0.15 -3.41
H -0.88 0.84 -2.24
H -1.79 -1.72 -1.44
H 3.94 1.63 0.02
H 2.26 2.20 -0.20
H 3.08 1.32 -1.51
H 4.00 -0.34 2.03
H 2.42 -0.98 2.56
H 2.70 0.79 2.46
H 4.54 -1.24 0.12
H 3.74 -1.28 -1.47
H 3.24 -2.42 -0.18
H -2.51 1.66 2.65
H -2.78 0.12 1.80
H -2.86 1.66 0.90
H 0.96 1.51 3.23
H 0.28 -0.14 3.36
H -0.72 1.27 3.78
H -0.85 3.44 1.30
H -0.15 2.82 -0.22
H 0.88 2.99 1.24
H -0.19 -1.83 -4.70
H -1.41 -1.17 -3.56
H -0.93 -2.88 -3.44
H 2.76 -2.69 -3.10
H 1.26 -3.68 -3.21
H 1.98 -3.34 -1.61
H 1.43 -0.21 -4.48
H 2.78 -0.31 -3.29
H 1.44 0.85 -3.04
C -4.60 3.45 -0.35
C -3.32 3.45 -0.94
C -2.67 4.65 -1.21
C -3.29 5.87 -0.90
C -4.55 5.87 -0.28
C -5.20 4.67 0.00
S -5.45 1.96 0.01
H -4.95 1.20 -0.88
H -2.84 2.50 -1.16
H -1.68 4.63 -1.68
H -2.78 6.80 -1.12
H -5.02 6.82 -0.02
H -6.17 4.65 0.48
C 0.84 -2.78 3.92
N 1.48 -3.39 2.76
C 0.98 -3.32 1.52
S -0.41 -2.37 1.22
N 1.57 -4.05 0.53
C 2.42 -5.20 0.87
H 0.89 -3.49 4.76
H -0.21 -2.57 3.70
H 1.34 -1.86 4.22
H 2.30 -3.97 2.92
H 0.95 -4.19 -0.27
H 1.95 -5.84 1.64
H 2.57 -5.79 -0.03
H 3.40 -4.85 1.23
*
```

Values from the calculation:
LUMO level (spin up / spin down) ... -8.23 / -12.63 eV
Frontier orbital gap (spin up / spin down) ... 6.95 / 4.28 eV
Relative energy (zero: lowest compared OMol25 entry of this formula, charge and spin) ... 0.00 kcal per mole
Max |F| ... 3.88 eV Å⁻¹

---

5.
# C17H12GaI2N4OS2

A molecular structure, C17H12GaI2N4OS2 (ωB97M-V/def2-TZVPD, OMol25).

ORCA input file:
```
! wB97M-V def2-TZVPD RIJCOSX def2/J DEFGRID3
* xyz -1 1
Ga 0.00 0.00 0.00
I -4.72 -5.51 -1.00
C -3.70 -3.70 -0.94
C -4.40 -2.51 -0.87
C -3.70 -1.29 -0.83
I -4.92 0.46 -0.72
C -2.28 -1.21 -0.85
O -1.61 -0.12 -0.81
C -1.61 -2.46 -0.90
C -0.08 -2.51 -0.93
N 0.59 -1.78 0.13
C 0.25 -2.23 1.48
C -0.30 -1.12 2.34
C -0.75 -1.39 3.64
C -1.29 -0.34 4.39
C -1.38 0.92 3.82
C -0.91 1.10 2.53
N -0.33 0.12 1.81
C -2.31 -3.69 -0.96
H -5.48 -2.50 -0.85
H 0.26 -3.55 -0.92
H 0.24 -2.11 -1.90
H 1.62 -1.78 -0.03
H -0.46 -3.06 1.48
H 1.16 -2.61 1.95
H -0.70 -2.39 4.04
H -1.66 -0.52 5.39
H -1.83 1.75 4.35
H -0.98 2.05 2.01
H -1.76 -4.62 -1.01
S 2.21 -0.09 0.11
C 2.89 1.21 -0.83
C 4.29 1.45 -0.75
N 5.44 1.67 -0.71
C 2.05 1.93 -1.60
S 0.37 1.50 -1.58
C 2.48 3.02 -2.42
N 2.86 3.90 -3.08
H -1.14 1.07 0.40
*
```

Values from the calculation:
LUMO level (spin up / spin down) ... 2.00 / 2.00 eV
Frontier orbital gap (spin up / spin down) ... 4.85 / 4.85 eV
Max |F| ... 5.65 eV Å⁻¹

---

6.
# C2H4O4SV

A molecular structure, C2H4O4SV (ωB97M-V/def2-TZVPD, OMol25).

ORCA input file:
```
! wB97M-V def2-TZVPD RIJCOSX def2/J DEFGRID3
* xyz 0 4
S 2.48 0.86 0.43
O 2.79 -0.33 -0.45
O 2.00 2.02 -0.54
O 1.01 0.54 1.07
C -0.67 -1.08 0.31
C -1.68 -0.18 -0.31
O -1.39 1.01 -0.64
V 0.16 1.90 -0.03
H -1.00 -2.12 0.27
H 0.16 -1.14 -0.40
H -1.43 -0.79 1.25
H -2.43 -0.69 -0.95
*
```

Values from the calculation:
LUMO level (spin up / spin down) ... -1.31 / -1.24 eV
Frontier orbital gap (spin up / spin down) ... 6.73 / 7.28 eV
Max |F| ... 5.12 eV Å⁻¹

---

7.
# C9H15N3O6

C9H15N3O6 in the gas phase (ωB97M-V/def2-TZVPD, OMol25).

ORCA input file:
```
! wB97M-V def2-TZVPD RIJCOSX def2/J DEFGRID3
* xyz 0 1
N -0.83 2.65 -2.06
C -0.84 1.42 -2.65
O -1.79 0.79 -2.85
C 0.55 0.96 -3.06
C 1.71 1.11 -1.89
C 1.91 -0.20 -1.09
N 0.64 -0.73 -0.58
C -0.10 -0.11 0.33
O 0.26 0.81 1.08
C -1.46 -0.80 0.52
N -1.90 -1.59 -0.57
C -1.38 -1.62 1.78
C -1.80 -1.08 3.13
O -1.63 -1.62 4.20
O -2.52 0.09 2.95
C 3.02 -0.13 -0.07
O 4.16 -0.33 -0.40
O 2.65 0.12 1.24
H -1.77 3.01 -1.72
H -0.04 3.31 -1.99
H 0.80 1.41 -3.98
H 0.46 -0.12 -3.23
H 1.73 1.92 -1.06
H 2.53 1.25 -2.58
H 2.47 -0.99 -1.60
H 0.32 -1.62 -0.94
H -2.11 0.04 0.71
H -1.94 -1.00 -1.43
H -2.75 -1.97 -0.24
H -0.41 -2.16 1.94
H -2.26 -2.52 1.65
H -2.64 0.46 3.90
H 1.75 0.52 1.27
*
```

Values from the calculation:
LUMO level ... 0.43 eV
SMILES ... NC(=O)CC[C@H](NC(=O)[C@@H](N)CC(=O)O)C(=O)O
Frontier orbital gap ... 10.52 eV
Relative energy (zero: lowest compared OMol25 entry of this formula, charge and spin) ... 55.20 kcal per mole
Max |F| ... 6.26 eV Å⁻¹

---

8.
# C42H57IrN4O3P

A molecular structure, C42H57IrN4O3P (ωB97M-V/def2-TZVPD, OMol25).

ORCA input file:
```
! wB97M-V def2-TZVPD RIJCOSX def2/J DEFGRID3
* xyz 1 1
Ir 0.82 -0.12 0.78
C -1.73 -0.94 4.37
O -0.81 -0.74 5.42
C 0.53 -0.85 5.25
C 1.28 -0.90 6.41
C 2.67 -0.97 6.37
C 3.33 -0.97 5.17
C 2.62 -0.89 3.96
C 3.36 -0.94 2.74
N 2.92 -0.79 1.53
N 3.79 -0.93 0.54
C 3.27 -1.08 -0.68
O 2.03 -1.18 -0.88
C 4.21 -1.11 -1.81
C 3.71 -1.40 -3.08
C 4.55 -1.36 -4.17
C 5.89 -1.03 -4.00
C 6.39 -0.75 -2.74
C 5.55 -0.78 -1.64
C 1.18 -0.84 3.96
O 0.49 -0.82 2.90
H -2.71 -0.80 4.82
H -1.66 -1.95 3.96
H -1.59 -0.23 3.56
H 0.76 -0.90 7.35
H 3.23 -1.03 7.29
H 4.41 -1.03 5.14
H 4.42 -1.16 2.85
H 2.67 -1.64 -3.18
H 4.17 -1.59 -5.15
H 6.54 -0.99 -4.86
H 7.43 -0.49 -2.63
H 5.92 -0.56 -0.65
C -2.88 -6.27 -0.34
C -3.04 -5.02 -1.20
C -4.50 -4.54 -1.13
C -2.68 -5.38 -2.64
C -2.18 -3.87 -0.70
C -1.51 -3.90 0.52
C -0.78 -2.80 0.93
N -0.71 -1.68 0.23
C -1.33 -1.62 -0.96
C -2.06 -2.70 -1.44
C -1.16 -0.38 -1.73
C -2.00 -0.03 -2.78
C -1.77 1.11 -3.54
C -0.63 1.84 -3.22
C 0.14 1.46 -2.13
N -0.13 0.41 -1.37
C -2.71 1.50 -4.66
C -4.15 1.47 -4.15
C -2.53 0.49 -5.80
C -2.42 2.90 -5.19
H -3.49 -7.08 -0.75
H -3.22 -6.10 0.68
H -1.85 -6.60 -0.32
H -5.17 -5.35 -1.42
H -4.68 -3.70 -1.79
H -4.75 -4.24 -0.11
H -3.29 -6.21 -2.98
H -1.63 -5.69 -2.70
H -2.83 -4.55 -3.33
H -1.53 -4.77 1.15
H -0.25 -2.82 1.87
H -2.52 -2.63 -2.41
H -2.86 -0.65 -2.99
H -0.33 2.71 -3.78
H 1.02 2.03 -1.86
H -4.49 0.46 -3.92
H -4.82 1.88 -4.90
H -4.25 2.08 -3.25
H -2.74 -0.53 -5.47
H -1.50 0.52 -6.17
H -3.19 0.73 -6.63
H -2.51 3.64 -4.39
H -3.14 3.15 -5.96
H -1.43 2.97 -5.63
C 1.56 4.90 1.11
C 1.28 3.49 0.59
C 2.59 2.87 0.09
P 0.44 2.23 1.70
C -1.39 2.67 1.80
C -1.75 4.14 1.60
C -2.18 1.82 0.80
C 1.00 2.47 3.47
C 0.49 3.70 4.23
C 2.52 2.38 3.56
H 1.98 5.49 0.30
H 2.28 4.88 1.92
H 0.66 5.40 1.46
H 0.59 3.57 -0.26
H 3.37 2.95 0.85
H 2.95 3.38 -0.80
H 2.46 1.81 -0.14
H -1.68 2.37 2.81
H -1.46 4.49 0.61
H -1.28 4.78 2.35
H -2.83 4.26 1.70
H -1.99 2.15 -0.22
H -3.25 1.91 0.99
H -1.90 0.77 0.89
H 0.57 1.59 3.97
H 0.86 4.62 3.79
H 0.86 3.64 5.25
H -0.60 3.73 4.27
H 2.98 3.33 3.30
H 2.90 1.61 2.89
H 2.82 2.14 4.58
*
```

Values from the calculation:
LUMO level (spin up / spin down) ... -3.65 / -3.89 eV
Frontier orbital gap (spin up / spin down) ... 5.80 / 5.53 eV
Relative energy (zero: lowest compared OMol25 entry of this formula, charge and spin) ... 108.81 kcal per mole
Max |F| ... 3.81 eV Å⁻¹

---

9.
# C11H44F2InNO15S2

A molecular structure, C11H44F2InNO15S2 (ωB97M-V/def2-TZVPD, OMol25).

ORCA input file:
```
! wB97M-V def2-TZVPD RIJCOSX def2/J DEFGRID3
* xyz 2 1
In -1.63 -3.61 -1.04
N -0.11 -1.26 -0.48
S -0.39 0.21 0.00
O -0.04 1.27 -0.92
O -0.24 0.50 1.40
F -1.97 0.20 -0.17
S 1.54 -1.13 -0.36
O 2.09 -0.97 0.97
O 2.17 -0.63 -1.53
F 1.83 -2.71 -0.51
C -2.56 3.73 -0.25
O -3.89 3.83 -0.70
H -2.51 4.02 0.80
H -2.14 2.76 -0.52
H -1.82 4.49 -0.59
H -3.87 3.72 -1.66
C 2.42 -2.79 3.74
O 2.97 -4.02 3.31
H 2.84 -2.54 4.73
H 2.61 -1.95 3.07
H 1.37 -2.97 3.93
H 3.93 -3.93 3.30
C -0.28 -0.89 -3.85
O -1.18 -1.99 -3.51
H -0.52 0.00 -3.27
H 0.71 -1.27 -3.61
H -0.30 -0.76 -4.93
H -2.03 -1.75 -3.92
C 3.09 1.97 2.43
O 2.99 2.90 3.49
H 3.69 2.35 1.62
H 3.63 1.11 2.85
H 2.09 1.65 2.12
H 2.51 2.51 4.23
C 1.43 -4.15 -3.50
O 0.85 -4.60 -2.28
H 0.79 -3.42 -3.99
H 2.41 -3.71 -3.31
H 1.51 -4.91 -4.28
H 1.35 -5.38 -2.02
C -4.43 1.87 2.44
O -4.04 0.53 2.49
H -4.98 2.23 3.30
H -3.58 2.56 2.25
H -5.03 1.99 1.53
H -3.87 0.19 1.61
C -4.82 -0.24 -1.33
O -4.16 -1.48 -0.98
H -5.89 -0.43 -1.42
H -4.65 0.46 -0.51
H -4.44 0.14 -2.28
H -4.62 -2.17 -1.47
C 3.38 2.13 -3.67
O 3.94 1.05 -4.37
H 2.97 2.86 -4.36
H 2.59 1.84 -2.96
H 4.13 2.62 -3.03
H 4.83 0.89 -4.03
C 1.77 4.03 -0.22
O 0.79 5.02 -0.46
H 1.72 3.25 -0.99
H 2.79 4.41 -0.11
H 1.49 3.50 0.70
H 0.69 5.09 -1.42
C 1.12 -5.81 0.73
O -0.18 -5.19 0.80
H 1.01 -6.82 0.32
H 1.69 -5.19 0.05
H 1.58 -5.84 1.72
H -0.76 -5.63 1.42
C -1.43 2.73 3.88
O -0.15 3.28 3.95
H -1.61 2.33 2.86
H -1.56 1.87 4.55
H -2.15 3.51 4.12
H 0.48 2.57 4.13
*
```

Values from the calculation:
LUMO level ... -12.80 eV
Frontier orbital gap ... 1.89 eV
Relative energy (zero: lowest compared OMol25 entry of this formula, charge and spin) ... 19.23 kcal per mole
Max |F| ... 6.49 eV Å⁻¹

---

10.
# C3H5FN2S

C3H5FN2S in the gas phase (ωB97M-V/def2-TZVPD, OMol25).

ORCA input file:
```
! wB97M-V def2-TZVPD RIJCOSX def2/J DEFGRID3
* xyz 0 1
H -1.87 1.87 -0.05
N -1.88 0.81 -0.02
C -0.75 0.19 0.00
C -0.70 -1.32 0.00
F -2.03 -1.79 0.00
N 0.53 0.88 0.00
C 1.82 0.47 0.01
S 2.43 -1.07 -0.02
H -0.18 -1.62 -0.91
H -0.24 -1.65 0.93
H 0.37 1.90 -0.03
H 2.48 1.32 0.09
*
```

Values from the calculation:
LUMO level ... -0.11 eV
SMILES ... [H]/N=C(/CF)NC=S
Frontier orbital gap ... 8.97 eV
Relative energy (zero: lowest compared OMol25 entry of this formula, charge and spin) ... 13.65 kcal per mole
Max |F| ... 1.73 eV Å⁻¹

---

| no. | electronic energy (Ha) |
| --- | --- |
| 1 | -1557.79695 |
| 2 | -273.86198 |
| 3 | -1858.54612 |
| 4 | -2812.78984 |
| 5 | -4265.73135 |
| 6 | -1721.61281 |
| 7 | -967.68262 |
| 8 | -2524.80285 |
| 9 | -2814.00664 |
| 10 | -724.84488 |